# 1
Below is 5 unconnected molecules or ions with the total composition C22H54N3O17P4, with properties calculated with ωB97M-V/def2-TZVPD.

The geometry in XYZ format:
```
100
Properties=species:S:1:pos:R:3:forces:R:3
C 0.419 -5.166 -4.580 0.57 -0.96 -0.49
C 1.909 -5.575 -4.210 -1.24 -0.20 -0.83
N 2.586 -4.563 -3.362 -0.42 -0.47 1.18
C 2.337 -4.806 -1.958 1.18 -1.35 -0.22
C 2.918 -6.052 -1.329 -2.19 1.65 3.28
C 2.580 -6.248 0.092 -0.30 1.91 -2.45
C 1.747 -5.189 0.734 1.05 -1.81 -0.91
C 1.335 -5.296 2.228 0.85 0.70 0.17
C 2.583 -5.005 3.158 0.38 -0.09 0.56
O 3.501 -6.113 3.111 -0.03 0.82 -0.44
C 4.580 -5.904 4.058 -0.17 -0.59 1.27
C 4.196 -6.649 5.412 0.13 0.25 -0.36
N 1.367 -4.141 -0.041 -0.09 -1.18 2.42
N 1.593 -3.909 -1.313 1.10 -1.10 -0.99
H 0.073 -5.955 -5.313 0.24 0.85 0.74
H 0.356 -4.181 -5.103 0.07 -0.72 0.71
H -0.271 -5.243 -3.703 0.63 0.37 -0.65
H 1.829 -6.589 -3.722 0.36 0.84 -0.28
H 2.488 -5.716 -5.159 -0.41 0.29 0.91
H 3.587 -4.499 -3.545 -0.34 -0.14 0.10
H 3.537 -6.782 -1.892 -0.59 0.77 0.40
H 2.921 -7.130 0.678 -0.34 0.95 -0.45
H 0.543 -4.541 2.497 0.68 -0.82 -0.43
H 0.997 -6.331 2.481 0.11 0.86 -0.51
H 2.279 -4.887 4.238 -0.24 0.04 -1.15
H 3.120 -4.057 2.875 -0.61 -0.71 0.06
H 5.534 -6.378 3.698 -1.10 0.65 -0.16
H 4.691 -4.796 4.196 0.30 -1.00 -0.03
H 5.106 -7.040 5.943 -0.84 0.40 -0.58
H 3.544 -7.513 5.110 0.66 0.76 0.47
H 3.649 -5.989 6.133 0.36 -0.58 -0.70
H 0.817 -3.423 0.450 0.24 -0.22 -0.58
C 3.057 2.238 4.078 -0.38 0.45 -0.10
O 4.322 1.571 4.093 -0.01 -0.59 -0.04
P 4.366 0.012 4.435 0.02 0.11 0.18
O 3.180 -0.756 4.010 0.23 0.26 0.01
O 4.692 -0.045 5.985 0.42 -0.49 -0.65
C 3.721 0.425 6.913 -0.28 0.28 0.31
O 5.742 -0.460 3.807 -0.28 0.12 0.68
C 5.786 -0.719 2.410 0.04 -0.06 -0.47
H 3.127 3.143 4.681 0.11 -0.06 -0.02
H 2.817 2.514 3.051 0.00 -0.04 0.05
H 2.255 1.617 4.474 0.05 -0.07 -0.07
H 2.710 0.371 6.505 0.04 -0.05 0.00
H 3.954 1.457 7.182 -0.04 -0.02 -0.03
H 3.768 -0.192 7.809 0.09 -0.02 -0.12
H 5.884 0.218 1.859 -0.04 -0.03 0.02
H 4.891 -1.251 2.081 -0.03 0.07 0.06
H 6.654 -1.343 2.207 0.02 0.08 0.16
C 0.437 8.434 4.807 -0.07 0.47 -0.22
O 0.202 7.053 5.084 0.10 -0.22 0.40
P 0.716 6.448 6.473 -0.01 0.06 0.20
O 0.722 7.392 7.599 0.04 -0.09 -0.48
O 2.126 5.795 6.121 -0.61 -0.49 0.33
C 3.204 6.647 5.756 0.26 0.27 -0.21
O -0.184 5.159 6.667 0.79 0.08 -0.36
C -1.500 5.337 7.183 -0.52 0.11 0.23
H 0.881 8.524 3.816 -0.06 -0.13 0.02
H -0.516 8.963 4.819 0.05 -0.02 0.03
H 1.106 8.895 5.533 -0.10 -0.05 0.08
H 3.084 7.651 6.166 0.01 -0.05 0.05
H 3.266 6.699 4.667 -0.01 0.05 0.03
H 4.129 6.222 6.142 -0.12 -0.05 0.03
H -2.173 5.658 6.386 0.05 0.02 0.02
H -1.509 6.067 7.993 0.06 0.01 -0.07
H -1.843 4.380 7.574 0.15 -0.02 -0.10
C -5.487 -2.727 -3.795 -0.48 -0.17 0.15
O -4.089 -2.754 -4.090 0.32 0.35 0.10
P -3.299 -1.368 -4.200 -0.19 0.27 -0.18
O -3.805 -0.289 -3.337 -0.02 -0.44 -0.16
O -3.282 -1.049 -5.753 0.77 -0.06 0.53
C -4.508 -0.735 -6.407 -0.44 0.00 -0.23
O -1.790 -1.788 -3.948 -0.32 0.02 -0.60
C -1.368 -1.972 -2.605 0.14 0.02 0.45
H -6.012 -3.353 -4.518 0.14 -0.02 0.00
H -5.645 -3.130 -2.795 0.00 0.05 -0.04
H -5.901 -1.720 -3.840 0.10 0.02 0.08
H -5.245 -0.328 -5.713 0.06 0.04 -0.01
H -4.903 -1.638 -6.876 -0.01 0.03 0.04
H -4.310 0.007 -7.179 0.10 -0.04 0.10
H -1.678 -2.958 -2.248 -0.04 0.02 0.00
H -1.775 -1.196 -1.954 -0.08 -0.03 -0.06
H -0.281 -1.910 -2.578 -0.05 -0.03 -0.19
C -4.724 4.261 -8.703 0.17 -0.15 -0.40
O -4.715 4.709 -7.349 -0.34 -0.07 0.22
P -6.090 4.704 -6.527 -0.20 0.02 0.19
O -7.034 3.642 -6.906 0.41 0.24 -0.15
O -6.640 6.187 -6.659 0.13 -0.38 0.67
C -7.071 6.652 -7.931 -0.02 0.16 -0.40
O -5.612 4.690 -5.018 -0.23 0.57 -0.55
C -5.219 3.442 -4.457 0.16 -0.52 0.20
H -4.221 5.003 -9.324 0.03 0.02 0.13
H -4.180 3.318 -8.766 -0.04 0.03 -0.01
H -5.733 4.112 -9.085 0.00 -0.07 0.10
H -7.383 5.831 -8.579 -0.04 0.01 0.06
H -6.257 7.205 -8.404 -0.02 -0.04 -0.02
H -7.917 7.323 -7.788 0.06 -0.07 0.10
H -4.198 3.201 -4.759 -0.04 -0.01 0.00
H -5.895 2.642 -4.764 0.02 0.07 -0.05
H -5.258 3.528 -3.373 -0.01 0.15 -0.08
```
Positions in Å, forces in eV/Å.

For the max |F|, the calculation gives 4.272 eV/Å. The total energy comes out at -100123.5527 eV. Its total charge is +1.


# 2
Below is 4 unconnected molecules or ions with the total composition C22H54N3O8S, with properties calculated with ωB97M-V/def2-TZVPD.

The geometry in XYZ format:
```
88
Properties=species:S:1:pos:R:3:forces:R:3
O 5.712 -1.830 -0.650 3.83 -0.23 -0.81
C 6.897 -2.144 -0.790 -2.48 -0.76 1.29
O 7.427 -3.069 0.169 0.30 1.34 -2.83
C 7.873 -1.665 -1.949 0.20 -0.02 0.81
C 7.628 -0.162 -2.452 0.71 -0.71 -0.85
C 9.078 0.559 -2.629 -1.22 -1.31 -0.92
S 9.391 1.775 -1.249 0.53 0.68 -0.98
H 8.213 -3.488 -0.259 -0.64 0.34 0.73
H 8.937 -1.718 -1.527 -1.45 -0.16 -0.61
H 7.791 -2.403 -2.822 0.09 1.05 1.30
H 7.203 -0.233 -3.514 0.40 0.35 1.67
H 6.918 0.442 -1.797 0.88 -0.95 -0.86
H 9.932 -0.208 -2.701 -1.18 1.35 0.54
H 9.075 1.104 -3.631 0.22 -0.05 1.73
H 10.145 1.181 -0.247 -1.28 -0.02 -0.39
H 8.121 2.121 -0.787 1.06 -0.92 0.19
C -1.741 -3.290 -1.440 -0.13 -0.15 0.31
O -0.778 -3.909 -0.600 0.07 -0.07 -0.50
C 0.333 -4.478 -1.290 0.28 -0.01 0.31
C 1.578 -3.591 -1.191 -0.37 0.02 -0.16
N 1.451 -2.371 -1.985 -0.23 0.24 0.25
C 2.376 -1.288 -1.631 -0.13 -0.14 -0.04
C 2.514 -0.856 -0.161 0.03 0.30 -0.19
O 1.408 -0.131 0.362 0.23 -0.11 0.01
C 0.256 -0.912 0.632 -0.08 0.37 0.12
H -2.659 -3.167 -0.866 0.15 0.03 0.00
H -1.418 -2.296 -1.760 -0.08 0.05 -0.14
H -1.962 -3.904 -2.318 0.09 0.00 -0.05
H 0.086 -4.722 -2.329 -0.04 0.23 0.02
H 0.551 -5.427 -0.790 0.03 0.08 0.01
H 2.450 -4.155 -1.541 0.00 -0.02 0.01
H 1.724 -3.373 -0.129 0.05 -0.15 0.05
H 0.505 -2.012 -1.905 0.20 -0.18 -0.01
H 2.063 -0.412 -2.210 0.05 -0.02 0.09
H 3.368 -1.566 -2.001 0.08 0.00 0.16
H 3.357 -0.159 -0.117 -0.07 -0.01 -0.02
H 2.783 -1.680 0.507 -0.13 -0.14 -0.04
H 0.507 -1.877 1.080 -0.02 -0.04 -0.14
H -0.330 -1.035 -0.277 -0.12 -0.27 0.03
H -0.368 -0.360 1.340 0.17 0.02 -0.04
C 0.043 6.905 3.233 -0.29 -0.06 0.15
O -0.895 5.879 2.952 0.31 0.23 -0.30
C -0.744 5.275 1.667 -0.17 -0.42 0.02
C -0.058 3.909 1.753 0.08 0.39 0.05
N 1.361 4.022 2.087 0.01 0.13 0.39
C 1.989 2.798 2.599 -0.08 0.07 -0.11
C 1.317 2.021 3.745 0.41 -0.04 0.04
O 1.395 2.639 5.023 -0.10 -0.11 -0.19
C 0.545 3.758 5.199 0.20 -0.15 0.35
H -0.338 7.486 4.075 -0.04 -0.09 -0.06
H 1.013 6.497 3.528 0.13 0.09 -0.06
H 0.172 7.577 2.381 0.04 -0.03 -0.03
H -0.238 5.944 0.960 0.15 -0.02 0.18
H -1.757 5.123 1.281 0.06 -0.04 0.05
H -0.157 3.395 0.791 -0.02 0.00 0.01
H -0.607 3.329 2.501 -0.13 -0.02 -0.08
H 1.487 4.752 2.780 -0.13 -0.15 -0.18
H 2.995 3.080 2.930 -0.08 -0.07 0.04
H 2.122 2.116 1.753 -0.13 -0.15 0.07
H 1.867 1.080 3.849 0.00 0.09 0.01
H 0.285 1.733 3.521 -0.10 0.18 -0.06
H -0.441 3.602 4.754 0.06 0.10 -0.11
H 1.023 4.653 4.802 -0.22 0.18 -0.13
H 0.414 3.917 6.273 0.05 -0.15 -0.10
C -7.950 -2.300 -3.398 0.04 0.29 -0.13
O -8.064 -1.022 -2.793 -0.20 -0.40 0.09
C -8.811 -1.007 -1.577 0.11 0.34 0.26
C -7.901 -0.935 -0.347 -0.08 -0.27 -0.30
N -7.176 -2.183 -0.121 0.32 0.07 -0.31
C -5.996 -2.081 0.746 -0.14 0.00 -0.13
C -4.942 -0.993 0.472 0.14 -0.29 0.22
O -4.126 -1.214 -0.672 -0.14 0.17 0.13
C -4.770 -0.994 -1.915 0.41 -0.08 -0.03
H -7.641 -2.154 -4.435 -0.03 0.08 0.09
H -7.187 -2.912 -2.911 -0.05 -0.17 0.01
H -8.904 -2.833 -3.395 0.01 -0.03 0.06
H -9.510 -1.850 -1.519 0.21 -0.09 -0.03
H -9.420 -0.098 -1.603 0.08 -0.03 0.02
H -8.507 -0.710 0.536 -0.01 0.01 -0.02
H -7.221 -0.092 -0.510 -0.11 0.13 0.01
H -6.877 -2.566 -1.012 -0.15 0.12 0.18
H -5.493 -3.053 0.701 0.01 0.11 0.06
H -6.350 -1.964 1.775 0.08 0.12 0.03
H -4.251 -1.006 1.321 -0.02 -0.06 -0.08
H -5.362 0.017 0.454 -0.14 -0.01 -0.16
H -5.414 -0.112 -1.895 -0.11 -0.12 0.00
H -5.322 -1.885 -2.209 -0.27 0.10 -0.13
H -3.997 -0.835 -2.673 0.01 0.02 0.17
```
Positions in Å, forces in eV/Å.

For the max |F|, the calculation gives 3.923 eV/Å. The calculation puts the relative energy (zero: lowest compared OMol25 entry of this formula, charge and spin) at 115.73 kJ/mol. The total energy comes out at -55361.3400 eV. Its total charge is +1.


max |F| of number 1 (C22H54N3O17P4)?
4.272 eV/Å